# C7H6FIOS

A structure of composition C7H6FIOS at a distorted geometry (ωB97M-V/def2-TZVPD, the OMol25 dataset).

Output
**Total charge**: 0
**Relative energy (zero: lowest compared OMol25 entry of this formula, charge and spin)**: 0.0 kcal per mole
**Max |F|**: 0.100 hartree/bohr
**HOMO level**: -0.3336 hartree
**Kohn-Sham gap**: 9.05 eV

```
17
Properties=species:S:1:pos:R:3:forces:R:3:mulliken_charge:R:1
C -0.49137 -0.22451 -0.86727 0.1 0.2 0.2 -0.193
C 1.64022 -0.30041 0.26685 -0.3 0.2 0.0 -0.457
C -0.11455 -1.32165 -1.62578 0.3 -0.2 0.0 -0.745
C 2.01819 -1.38830 -0.49223 -0.1 -0.1 -0.1 -0.461
C 0.37733 0.26128 0.10251 0.0 -0.3 -0.2 0.578
C 1.12160 -1.90032 -1.41368 -0.1 0.1 0.0 0.250
C -1.19098 1.63639 1.23591 -3.8 -3.1 -1.5 -0.364
O 0.07493 1.28341 0.98435 0.8 0.0 0.1 -0.303
F 1.46559 -2.99056 -2.12799 0.0 0.1 0.0 -0.317
S -1.36264 1.96994 2.99199 0.3 0.0 0.0 -0.172
I -1.87768 3.30937 -0.05171 0.2 -0.3 0.2 0.053
H -1.44615 0.23645 -1.06291 -0.1 0.1 0.0 0.393
H 2.29913 0.12526 1.00621 0.1 0.0 0.1 0.409
H -0.77442 -1.72947 -2.37415 -0.1 0.0 -0.1 0.421
H 2.98446 -1.84836 -0.36383 0.1 -0.1 0.0 0.416
H -2.06620 0.58632 0.84387 2.6 3.3 1.4 0.344
H -2.65747 2.29518 2.94786 -0.1 0.0 -0.1 0.148
```
Forces are in eV/Å.